This record from OMol25 describes a molecular structure, C45H44CaN4OP2S. The level of theory is ωB97M-V/def2-TZVPD.

Geometry as XYZ:
```
98
C45H44CaN4OP2S, DFT ωB97M-V/def2-TZVPD
Ca -0.59 -0.07 -0.34
O 1.10 -2.17 2.88
C 0.18 -1.60 2.26
N 0.03 -0.31 1.99
C 1.14 0.48 2.46
C 1.49 1.64 1.58
C 2.49 2.52 2.01
C 2.85 3.59 1.22
C 2.19 3.78 0.01
C 1.22 2.87 -0.35
N 0.88 1.82 0.41
C -0.89 -2.51 1.72
C -1.18 -3.67 2.45
C -2.11 -4.56 1.97
C -2.72 -4.30 0.75
C -2.37 -3.14 0.08
N -1.48 -2.26 0.55
H 2.04 -0.13 2.57
H 0.95 0.88 3.46
H 2.98 2.34 2.96
H 3.62 4.28 1.54
H 2.42 4.61 -0.64
H 0.67 2.97 -1.28
H -0.63 -3.83 3.37
H -2.36 -5.46 2.52
H -3.46 -4.97 0.32
H -2.81 -2.89 -0.88
C -2.40 1.72 -1.03
C -3.23 0.61 -0.75
C -3.07 -0.33 -1.79
C -2.15 0.19 -2.71
C -1.73 1.46 -2.24
H -2.27 2.58 -0.39
H -3.87 0.49 0.11
H -3.61 -1.25 -1.90
H -1.84 -0.28 -3.63
H -1.01 2.11 -2.73
C 5.72 -4.44 -4.26
S 5.46 -3.05 -5.39
C 5.77 -1.62 -4.31
C 4.53 -0.99 -3.68
C 3.81 -1.93 -2.73
N 2.66 -1.34 -2.03
P 1.18 -0.93 -2.79
C 0.83 -2.29 -3.97
C -0.18 -3.17 -3.59
C -0.46 -4.29 -4.36
C 0.26 -4.52 -5.52
C 1.26 -3.64 -5.92
C 1.54 -2.52 -5.15
C 1.56 0.51 -3.82
C 2.36 1.51 -3.29
C 2.51 2.72 -3.96
C 1.83 2.95 -5.15
C 1.02 1.96 -5.68
C 0.88 0.74 -5.02
P 2.36 -1.74 -0.37
C 2.60 -3.55 -0.28
C 3.85 -4.18 -0.21
C 3.92 -5.57 -0.22
C 2.76 -6.33 -0.29
C 1.53 -5.71 -0.33
C 1.45 -4.32 -0.32
C 3.85 -1.10 0.47
C 4.12 -1.53 1.77
C 5.15 -0.95 2.50
C 5.91 0.07 1.94
C 5.65 0.51 0.65
C 4.61 -0.07 -0.08
H 5.69 -5.33 -4.88
H 4.95 -4.52 -3.50
H 6.70 -4.37 -3.80
H 6.26 -0.88 -4.94
H 6.49 -1.92 -3.54
H 3.85 -0.67 -4.48
H 4.84 -0.09 -3.15
H 4.53 -2.26 -1.97
H 3.49 -2.83 -3.27
H -0.75 -2.97 -2.69
H -1.25 -4.97 -4.06
H 0.04 -5.39 -6.13
H 1.82 -3.83 -6.82
H 2.32 -1.84 -5.46
H 2.87 1.35 -2.35
H 3.14 3.49 -3.53
H 1.94 3.89 -5.67
H 0.49 2.13 -6.60
H 0.23 -0.02 -5.44
H 4.75 -3.59 -0.14
H 4.89 -6.05 -0.17
H 2.83 -7.41 -0.29
H 0.62 -6.30 -0.36
H 0.48 -3.83 -0.33
H 3.50 -2.29 2.23
H 5.35 -1.28 3.51
H 6.72 0.52 2.51
H 6.24 1.30 0.21
H 4.40 0.28 -1.08
```

Results
**Total charge**: 0
**Energy relative to the best compared isomer or geometry (same formula, charge and spin)**: 0.149 eV
**Maximum force**: 0.0123 hartree/bohr
**Energy**: -3794.11929 Ha

Charges per atom according to Löwdin partitioning, unit e: Ca 1.19; O -0.03; C -0.58; N -0.07; C -0.20; C -0.26; C -0.02; C -0.06; C -0.06; C -0.14; N 0.03; C -0.21; C 0.00; C -0.05; C -0.06; C -0.14; N 0.03; H 0.10; H 0.14; H 0.12; H 0.11; H 0.10; H 0.10; H 0.12; H 0.11; H 0.10; H 0.08; C -0.25; C -0.22; C -0.22; C -0.23; C -0.25; H 0.09; H 0.09; H 0.08; H 0.08; H 0.08; C -0.41; S 0.80; C -0.49; C -0.26; C -0.27; N -0.46; P 0.97; C -0.35; C -0.10; C -0.08; C -0.08; C -0.07; C -0.10; C -0.37; C -0.13; C -0.08; C -0.08; C -0.07; C -0.09; P 1.02; C -0.34; C -0.10; C -0.08; C -0.08; C -0.07; C -0.09; C -0.36; C -0.11; C -0.07; C -0.09; C -0.09; C -0.09; H 0.03; H 0.02; H 0.04; H 0.07; H 0.08; H 0.09; H 0.10; H 0.10; H 0.09; H 0.08; H 0.10; H 0.10; H 0.11; H 0.09; H 0.08; H 0.10; H 0.10; H 0.11; H 0.10; H 0.10; H 0.10; H 0.10; H 0.10; H 0.08; H 0.10; H 0.11; H 0.10; H 0.10; H 0.07